1.
Here is a cluster of 10 separate species, C54H113F9O27 in total at a distorted geometry from the Open Molecules 2025 dataset. Energies are from ωB97M-V with the def2-TZVPD basis set.

Last column: Löwdin charge in e.
Atoms and positions in Å:
F  -2.135  0.938  3.511  0.165
F  4.438  3.198  3.762  0.172
F  0.703  1.913  1.799  0.193
F  -1.744  1.200  5.643  0.176
F  4.043  5.329  3.563  0.148
F  2.383  0.586  1.510  0.081
F  -3.214  2.422  4.654  0.174
F  4.286  4.509  5.518  0.178
F  1.297  0.557  3.354  0.160
O  -3.649  -0.448  6.083  0.009
O  -4.004  -2.856  1.119  -0.171
O  2.285  2.706  -0.983  -0.191
O  -2.003  -6.314  4.817  -0.186
O  -5.673  2.170  -10.626  -0.189
O  -3.673  -5.336  2.683  -0.131
O  -3.319  1.472  -0.894  -0.197
O  -2.900  2.482  -8.365  -0.153
O  -1.670  1.443  -5.938  -0.192
O  2.534  -1.117  1.519  -0.244
O  2.301  -3.229  -2.642  -0.201
O  0.702  -1.014  0.432  -0.108
O  -6.137  0.269  -2.966  -0.124
O  -0.886  -5.125  -0.751  -0.208
O  4.500  5.560  -0.672  -0.134
O  1.868  3.492  5.480  0.055
O  7.875  1.015  3.259  -0.172
O  2.035  -6.277  -2.538  -0.106
O  -0.933  -0.485  1.822  0.141
O  -4.570  -0.148  4.080  0.169
O  6.435  -0.868  -1.835  -0.187
O  -5.104  2.760  -4.374  -0.198
O  1.600  4.182  3.364  0.163
O  5.867  8.117  -0.936  -0.168
O  -0.169  -2.866  4.605  -0.139
O  6.350  0.239  0.897  -0.097
O  1.299  -3.839  2.278  -0.087
C  -4.819  0.428  -2.455  -0.169
C  -4.669  1.423  -1.294  -0.203
C  -3.143  1.998  0.398  -0.100
C  2.415  -2.329  0.792  -0.127
C  2.279  3.950  4.325  -0.401
C  3.199  3.669  -1.448  -0.200
C  6.978  8.969  -1.166  -0.102
C  -0.749  -0.930  -1.513  -0.023
C  -1.017  2.249  -6.895  -0.220
C  3.112  -4.177  -3.312  -0.186
C  4.864  6.390  0.419  -0.200
C  -1.062  -1.912  5.146  -0.099
C  5.431  0.473  -0.139  -0.194
C  -2.662  1.208  4.691  -0.566
C  2.982  -2.004  -2.403  -0.090
C  -0.171  4.539  6.233  -0.044
C  1.167  0.693  2.031  -0.509
C  1.128  -3.043  1.122  -0.202
C  -4.734  -4.416  2.846  -0.187
C  -1.538  2.116  -8.300  -0.200
C  -4.336  -3.028  2.490  -0.201
C  -2.218  -4.683  -0.953  -0.077
C  2.230  -5.383  -3.613  -0.191
C  -4.376  3.043  -5.561  -0.092
C  6.101  7.202  0.095  -0.237
C  -6.810  1.462  -3.322  -0.189
C  1.278  -5.730  -1.476  -0.169
C  6.054  0.457  -1.503  -0.200
C  3.809  4.234  4.309  -0.537
C  -6.912  2.836  -10.766  -0.112
C  -1.085  1.579  -4.648  -0.089
C  -4.660  -1.337  6.574  -0.200
C  8.993  0.529  3.966  -0.107
C  0.468  3.290  5.661  -0.220
C  -3.770  -1.516  0.767  -0.097
C  -0.783  -3.381  3.440  -0.211
C  3.089  -1.231  2.815  -0.055
C  -5.509  -0.685  7.630  -0.059
C  0.201  -0.349  1.449  -0.339
C  -3.581  2.006  -9.517  -0.178
C  6.749  0.185  3.281  -0.212
C  -1.538  -6.102  6.119  -0.118
C  0.087  -4.402  2.728  -0.150
C  -3.893  -6.567  3.321  -0.184
C  3.568  4.561  -0.268  -0.178
C  -0.100  -1.804  -0.453  -0.194
C  2.118  1.605  -1.858  -0.076
C  -3.786  0.159  4.910  -0.391
C  -3.402  -6.518  4.777  -0.197
C  -5.045  2.399  -9.385  -0.205
C  7.304  -0.952  -2.944  -0.108
C  5.772  0.507  2.158  -0.187
C  -0.102  -5.271  -1.920  -0.213
C  -6.318  2.086  -4.626  -0.203
H  6.861  6.453  -0.172  0.130
H  6.743  -0.797  -3.872  0.084
H  2.701  5.171  0.009  0.134
H  -2.021  -2.375  5.395  0.078
H  -2.265  -3.700  -1.431  0.076
H  1.628  1.989  -2.757  0.089
H  -3.483  0.921  -9.613  0.131
H  3.596  -2.200  -1.515  0.082
H  3.952  -4.485  -2.674  0.140
H  6.842  1.202  -1.649  0.133
H  3.575  -3.774  -4.220  0.126
H  1.736  -4.832  -1.049  0.107
H  7.011  9.730  -0.374  0.085
H  5.006  1.483  -0.023  0.125
H  -7.374  2.389  -11.644  0.087
H  2.755  4.296  -2.224  0.132
H  -1.295  1.136  -8.729  0.130
H  -6.334  -1.300  7.990  0.083
H  0.393  -2.240  1.265  0.073
H  -4.328  -0.513  -2.215  0.116
H  -2.573  -4.590  0.074  0.076
H  -5.973  0.251  7.309  0.084
H  6.194  0.396  4.207  0.130
H  -1.736  -3.874  3.663  0.104
H  8.094  -0.204  -2.837  0.087
H  4.614  -0.250  -0.025  0.127
H  -3.470  -1.510  -0.278  0.076
H  -0.476  -4.839  1.897  0.127
H  2.416  -1.812  3.456  0.108
H  0.276  -5.200  3.447  0.125
H  -7.117  2.786  -4.910  0.126
H  2.307  -1.217  -2.071  0.069
H  -3.452  -2.717  3.066  0.110
H  -6.788  3.912  -10.895  0.088
H  3.085  -0.221  3.226  0.091
H  -4.966  2.428  -1.602  0.122
H  3.919  3.964  0.579  0.122
H  7.904  8.396  -1.142  0.087
H  -1.025  2.811  -8.979  0.131
H  4.915  -0.160  2.288  0.075
H  -0.699  -1.481  6.078  0.098
H  9.853  1.127  3.664  0.085
H  -5.254  0.971  -0.483  0.122
H  8.922  0.654  5.050  0.085
H  1.169  -6.456  -0.674  0.141
H  -5.463  1.742  -8.614  0.128
H  2.508  -2.074  -0.266  0.078
H  -5.552  -4.734  2.182  0.137
H  -4.931  -6.912  3.268  0.127
H  4.129  3.203  -1.793  0.120
H  -1.230  4.374  6.426  0.080
H  -3.826  1.487  1.088  0.080
H  -7.608  2.630  -9.947  0.087
H  0.297  4.656  7.215  0.084
H  -0.564  -6.015  -2.584  0.136
H  -7.833  1.172  -3.581  0.126
H  5.274  0.714  -2.236  0.109
H  -0.455  -5.988  6.108  0.091
H  7.769  -1.934  -3.008  0.085
H  -1.773  -6.958  6.765  0.087
H  -0.089  -0.545  -2.290  0.064
H  0.049  1.997  -6.894  0.126
H  -4.866  3.781  -6.205  0.090
H  -0.944  -2.230  0.091  0.129
H  -4.193  2.088  -6.050  0.079
H  -2.816  -5.422  -1.490  0.095
H  -1.443  0.776  -4.007  0.078
H  -4.927  -0.388  8.506  0.082
H  -3.317  -7.313  2.771  0.131
H  3.305  -2.953  0.941  0.152
H  5.182  5.737  1.236  0.113
H  -3.071  2.442  -10.383  0.130
H  1.539  0.897  -1.268  0.071
H  -1.437  2.552  -4.294  0.091
H  3.089  1.145  -2.072  0.068
H  5.489  1.556  2.269  0.120
H  2.702  -5.888  -4.459  0.128
H  -3.603  -7.470  5.278  0.127
H  -3.315  3.074  0.483  0.095
H  0.701  -3.626  0.297  0.097
H  -5.181  3.449  -9.112  0.127
H  -3.430  3.518  -5.301  0.081
H  6.774  9.577  -2.044  0.086
H  -3.922  -5.689  5.268  0.115
H  -0.090  -4.329  -2.477  0.112
H  -5.087  -2.282  2.766  0.119
H  -1.951  -5.201  6.591  0.085
H  -1.336  -0.117  -1.080  0.075
H  -0.068  2.989  4.759  0.108
H  6.995  -0.882  3.254  0.128
H  -2.142  1.749  0.749  0.074
H  -3.025  -1.040  1.414  0.071
H  0.006  1.507  -4.623  0.075
H  4.093  -1.660  2.847  0.101
H  9.169  -0.507  3.667  0.087
H  -6.820  2.145  -2.474  0.119
H  -0.984  -2.576  2.720  0.105
H  -1.492  -1.540  -2.038  0.078
H  -5.271  -1.651  5.726  0.118
H  -4.258  0.837  -3.302  0.112
H  -1.108  3.307  -6.617  0.129
H  0.013  5.421  5.626  0.085
H  0.276  2.443  6.317  0.119
H  -4.662  -0.882  0.871  0.090
H  4.024  7.025  0.707  0.135
H  3.620  -1.639  -3.210  0.099
H  0.552  -2.526  -0.936  0.108
H  -4.146  -2.223  6.944  0.124
H  6.481  7.636  1.028  0.128
H  -1.181  -1.111  4.412  0.070
H  -5.148  -4.451  3.860  0.123
H  1.271  -5.033  -4.000  0.120
H  -6.187  1.314  -5.390  0.130

Output
- Orbital gap: 9.082 eV
- SMILES string: CCOC(=O)C(F)(F)F.CCOC(=O)C(F)(F)F.CCOC(=O)C(F)(F)F.COCCOCCOC.COCCOCCOC.COCCOCCOC.COCCOCCOC.COCCOCCOC.COCCOCCOC.COCCOCCOC
- LUMO energy: 0.44 eV
- Energy relative to the best compared isomer or geometry (same formula, charge and spin): 120.7 kcal per mole

=====

2.
Here is a cluster of 6 separate species, C54H114N6O6 in total at a distorted geometry from the Open Molecules 2025 dataset. Energies are from ωB97M-V with the def2-TZVPD basis set.

Last column: Löwdin charge in e.
Atoms and positions in Å:
O  3.410  1.371  -25.463  -0.003
O  3.614  -12.284  -32.307  -0.009
O  7.283  -7.435  -26.677  -0.006
O  11.501  -5.619  -22.197  -0.033
O  13.989  -9.811  -31.868  -0.015
O  0.655  -3.938  -22.173  -0.019
N  6.142  -7.017  -27.397  -0.091
N  1.479  -4.691  -21.286  -0.107
N  4.475  0.518  -25.809  -0.125
N  3.598  -11.004  -32.923  -0.104
N  12.606  -9.532  -31.797  -0.106
N  10.756  -4.823  -23.106  -0.093
C  8.951  -6.448  -22.948  -0.032
C  3.703  -6.835  -27.346  -0.146
C  9.751  -9.655  -31.470  -0.180
C  5.065  -5.798  -25.488  -0.022
C  2.583  -3.898  -20.774  -0.507
C  5.563  0.624  -24.864  -0.522
C  12.802  -8.247  -29.730  -0.040
C  3.814  -5.774  -28.422  -0.175
C  5.384  -1.432  -27.022  -0.126
C  5.218  0.261  -23.418  -0.019
C  9.042  -4.848  -24.883  -0.138
C  3.456  -8.496  -32.559  -0.135
C  1.202  -11.437  -33.611  -0.032
C  6.318  -1.545  -25.814  -0.166
C  4.899  -9.982  -31.170  -0.032
C  10.770  -2.992  -24.728  -0.139
C  12.081  -2.893  -22.601  -0.054
C  3.487  -3.436  -21.895  -0.042
C  11.860  -10.229  -32.851  -0.515
C  2.344  -8.373  -33.605  -0.179
C  4.846  -8.210  -25.709  -0.043
C  2.405  -10.058  -30.933  -0.021
C  3.172  -1.560  -25.889  -0.020
C  2.622  -10.936  -34.016  -0.500
C  1.634  -6.525  -19.733  -0.147
C  12.107  -9.449  -30.453  -0.514
C  12.872  -4.376  -24.418  -0.032
C  7.334  -6.750  -29.567  -0.037
C  11.820  -11.739  -32.703  -0.040
C  11.632  -3.793  -23.725  -0.513
C  10.446  -9.651  -32.862  -0.123
C  2.501  -9.511  -34.610  -0.144
C  6.387  -6.125  -28.533  -0.492
C  6.055  2.123  -24.876  -0.035
C  4.977  -6.901  -26.538  -0.518
C  3.477  -4.865  -19.913  -0.144
C  12.414  -10.689  -29.620  -0.032
C  6.766  -0.130  -25.374  -0.132
C  4.121  -0.608  -26.658  -0.496
C  10.680  -6.685  -24.785  -0.019
C  12.516  -9.941  -34.231  -0.026
C  2.139  -2.776  -19.817  -0.026
C  10.640  -8.993  -30.432  -0.143
C  0.649  -5.647  -20.507  -0.513
C  -0.075  -6.523  -21.505  -0.043
C  5.027  -6.011  -29.292  -0.130
C  -0.275  -4.949  -19.515  -0.022
C  3.499  0.003  -27.918  -0.029
C  9.904  -3.821  -25.649  -0.169
C  6.958  -4.772  -28.192  -0.022
C  2.685  -5.759  -18.984  -0.205
C  9.867  -5.691  -23.903  -0.495
C  3.167  -11.805  -35.158  -0.040
C  3.583  -9.894  -31.948  -0.493
H  11.389  -12.223  -33.582  0.083
H  3.166  -0.768  -28.618  0.083
H  6.272  2.547  -25.856  0.083
H  9.388  -10.667  -31.251  0.106
H  7.286  -8.375  -26.892  0.107
H  9.251  -3.114  -26.161  0.093
H  0.262  -4.648  -18.616  0.065
H  5.036  -5.229  -30.059  0.125
H  7.232  -4.184  -29.068  0.097
H  3.612  -2.006  -24.992  0.065
H  4.949  -6.903  -29.922  0.092
H  -0.850  -5.969  -22.040  0.082
H  5.413  2.758  -24.267  0.075
H  2.914  -5.947  -29.025  0.113
H  12.242  -8.957  -34.624  0.080
H  12.638  -4.955  -25.308  0.061
H  1.212  -12.438  -33.159  0.076
H  3.500  -4.060  -22.788  0.074
H  2.665  -12.412  -32.152  0.057
H  7.217  -2.079  -26.135  0.090
H  11.433  -2.251  -25.187  0.122
H  0.584  -6.984  -22.241  0.087
H  2.291  -5.091  -18.207  0.098
H  4.296  -5.734  -24.713  0.080
H  7.825  -4.850  -27.526  0.071
H  1.159  -7.127  -18.950  0.126
H  13.414  -5.043  -23.741  0.084
H  4.524  -3.261  -21.610  0.086
H  2.624  0.641  -27.791  0.078
H  12.637  -2.033  -22.994  0.090
H  8.641  -5.554  -25.614  0.087
H  7.142  -6.242  -30.515  0.088
H  10.152  -7.601  -25.047  0.082
H  9.789  -10.207  -33.531  0.124
H  8.404  -6.707  -29.371  0.081
H  2.828  -12.836  -35.037  0.080
H  3.518  -7.787  -27.855  0.118
H  2.353  -7.462  -34.203  0.113
H  4.191  -4.222  -19.387  0.118
H  11.314  -5.193  -21.354  0.105
H  8.307  -5.735  -22.431  0.084
H  3.332  -6.399  -18.377  0.117
H  2.761  -11.492  -36.126  0.081
H  12.638  -7.286  -30.216  0.079
H  3.758  -4.758  -28.023  0.102
H  4.354  -8.346  -33.172  0.125
H  13.463  -10.953  -29.497  0.085
H  7.453  -0.312  -24.546  0.123
H  5.845  -2.095  -25.003  0.100
H  11.096  -12.030  -31.936  0.068
H  5.749  -9.954  -31.857  0.085
H  5.029  -4.840  -26.025  0.062
H  3.036  0.973  -24.660  0.083
H  8.171  -4.353  -24.441  0.113
H  5.001  -9.112  -30.522  0.060
H  4.167  -5.500  -20.483  0.119
H  10.262  -9.213  -29.432  0.122
H  3.896  -8.259  -25.163  0.084
H  11.485  -7.046  -24.134  0.084
H  4.244  -11.764  -35.298  0.089
H  0.623  -10.827  -32.920  0.074
H  7.017  -7.781  -29.753  0.074
H  13.663  -3.667  -24.680  0.086
H  4.194  0.547  -23.139  0.075
H  3.323  -7.684  -31.847  0.116
H  5.775  0.837  -22.680  0.089
H  12.814  -12.129  -32.489  0.093
H  5.982  -5.784  -24.894  0.076
H  2.018  -11.079  -30.842  0.071
H  11.948  -11.577  -30.061  0.066
H  1.532  -9.455  -31.178  0.071
H  11.153  -6.206  -25.632  0.053
H  7.053  2.157  -24.421  0.078
H  12.930  -3.275  -22.020  0.084
H  1.361  -8.475  -33.136  0.100
H  13.595  -10.043  -34.239  0.074
H  12.493  -8.187  -28.686  0.082
H  -0.621  -7.333  -21.014  0.089
H  11.966  -10.750  -28.621  0.085
H  0.552  -11.645  -34.465  0.090
H  10.137  -2.275  -24.184  0.116
H  -0.904  -4.146  -19.887  0.089
H  6.317  -4.138  -27.570  0.051
H  5.533  -8.314  -24.868  0.078
H  9.510  -7.084  -22.260  0.079
H  4.916  -10.973  -30.719  0.084
H  10.562  -4.422  -26.274  0.100
H  2.686  -9.901  -29.888  0.077
H  5.863  -1.086  -27.938  0.123
H  12.041  -10.629  -34.931  0.079
H  -0.889  -5.746  -19.075  0.088
H  2.824  -2.386  -26.512  0.078
H  5.164  -0.822  -23.291  0.069
H  8.277  -7.175  -23.411  0.079
H  11.234  -2.652  -21.962  0.091
H  1.332  -2.175  -20.245  0.086
H  3.051  -2.484  -22.229  0.077
H  2.836  -6.651  -26.710  0.127
H  4.811  -9.066  -26.388  0.086
H  1.847  -3.052  -18.809  0.068
H  2.324  -1.003  -25.481  0.079
H  3.421  -9.358  -35.181  0.121
H  1.645  -9.572  -35.281  0.120
H  2.975  -2.071  -19.739  0.085
H  2.117  -7.257  -20.388  0.125
H  7.225  0.367  -26.226  0.126
H  5.031  -2.449  -27.210  0.084
H  10.596  -7.929  -30.658  0.111
H  13.882  -8.421  -29.717  0.075
H  10.479  -8.580  -33.076  0.120
H  0.831  -4.354  -23.024  0.099
H  8.807  -9.100  -31.450  0.095
H  4.244  0.662  -28.366  0.087
H  14.345  -9.030  -32.305  0.106

Output
- Orbital gap: 8.402 eV
- SMILES string: CC1(C)CCCC(C)(C)N1O.CC1(C)CCCC(C)(C)N1O.CC1(C)CCCC(C)(C)N1O.CC1(C)CCCC(C)(C)N1O.CC1(C)CCCC(C)(C)N1O.CC1(C)CCCC(C)(C)N1O
- LUMO energy: 0.37 eV
- Energy relative to the best compared isomer or geometry (same formula, charge and spin): 78.2 kcal per mole

=====

> What is the energy relative to the best compared isomer or geometry (same formula, charge and spin) in the second record?

78.2 kcal per mole